Entry from the Open Molecules 2025 dataset: a structure of composition C41H52N6PtSe (ωB97M-V/def2-TZVPD).

Values from the calculation:
HOMO in eV: -6.57
LUMO level in eV: -0.58
Relative energy (zero: lowest compared OMol25 entry of this formula, charge and spin) in kcal per mole: 4.0
Kohn-Sham gap in eV: 5.99
Max |F| in eV/Å: 0.471
Charge: 0
E in a.u.: -4442.96769

CARTESIAN COORDINATES (ANGSTROEM)
Pt1 0.77326 -0.09033 -0.07102
C1 -0.52391 5.92428 0.78135
C2 0.90423 5.51064 0.41993
C3 0.96283 4.17690 -0.25486
C4 1.06910 3.90082 -1.58130
C5 1.20773 4.85404 -2.72641
C6 -0.10939 5.12731 -3.45160
C7 1.01009 2.46283 -1.71077
N1 0.88189 1.88808 -0.47934
C8 0.85615 2.90650 0.42279
C9 0.76643 2.75158 1.79546
C10 0.69223 1.55799 2.47313
C11 0.58753 1.43206 3.91667
C12 0.61136 2.58563 4.86786
C13 2.02913 3.07347 5.17013
C14 0.50806 0.10928 4.18647
C15 0.55852 -0.57992 2.90833
C16 0.44500 -1.94620 2.75089
C17 0.44874 -2.62680 1.55163
N2 0.60244 -2.05874 0.32503
C18 0.54745 -3.07251 -0.58469
C19 0.65915 -2.92618 -1.95037
C20 0.80442 -1.72936 -2.62789
N3 0.84356 -0.49886 -2.05146
C21 0.99957 0.40634 -3.06171
C22 1.07869 1.77327 -2.90574
C23 1.06518 -0.28420 -4.33342
C24 0.92867 -1.60667 -4.06502
C25 0.96866 -2.75912 -5.01962
C26 2.32820 -3.45893 -5.04660
C27 1.26190 0.37425 -5.66433
C28 -0.04023 0.84696 -6.30965
C29 0.34416 -4.33801 0.09470
C30 0.28240 -4.06119 1.41915
C31 0.02362 -4.99527 2.55780
C32 -1.42682 -4.94871 3.04250
C33 0.16610 -5.64961 -0.60106
C34 -1.25109 -5.83636 -1.14582
N4 0.68296 0.32046 1.89948
C35 0.41926 -0.57702 5.51191
C36 1.76331 -1.13625 5.98164
H1 -0.54528 6.89858 1.27229
H2 -0.98814 5.19604 1.44934
H3 -1.14518 5.98310 -0.11493
H4 1.52438 5.49873 1.32041
H5 1.34756 6.26601 -0.23260
H6 1.94117 4.46383 -3.43738
H7 1.62531 5.79530 -2.36247
H8 -0.53712 4.19998 -3.83834
H9 0.03052 5.81205 -4.28986
H10 -0.84238 5.57062 -2.77320
H11 0.75816 3.65783 2.38708
H12 0.11338 2.29732 5.79631
H13 0.01971 3.40967 4.46022
H14 2.62513 2.27844 5.62163
H15 2.01747 3.92264 5.85569
H16 2.53921 3.38159 4.25538
H17 0.32498 -2.54023 3.64725
H18 0.61905 -3.82989 -2.54479
H19 1.19924 2.36437 -3.80492
H20 0.72366 -2.40112 -6.02264
H21 0.18565 -3.47927 -4.76401
H22 3.11240 -2.76156 -5.34700
H23 2.33007 -4.29506 -5.74800
H24 2.59642 -3.84094 -4.06034
H25 1.77451 -0.32198 -6.33262
H26 1.94093 1.22314 -5.55440
H27 -0.72164 0.00720 -6.46675
H28 0.14122 1.32024 -7.27598
H29 -0.54848 1.56754 -5.66510
H30 0.69936 -4.76301 3.38582
H31 0.27332 -6.01302 2.25005
H32 -1.69845 -3.94742 3.38061
H33 -1.59086 -5.64416 3.86726
H34 -2.11160 -5.20938 2.23378
H35 0.40395 -6.46136 0.08966
H36 0.88955 -5.73491 -1.41668
H37 -1.98123 -5.83221 -0.33462
H38 -1.34930 -6.77872 -1.68764
H39 -1.51950 -5.02347 -1.82395
H40 -0.31543 -1.38527 5.45885
H41 0.03249 0.12468 6.25440
H42 2.16401 -1.85084 5.26037
H43 1.66550 -1.64284 6.94337
H44 2.49935 -0.33769 6.08991
C37 -2.64468 -1.73970 -2.38314
N5 -2.56502 -0.29712 -2.48588
C38 -2.50012 0.43077 -3.65526
C39 -2.46771 1.73395 -3.30929
N6 -2.51431 1.78872 -1.92998
C40 -2.50366 2.98958 -1.12031
C41 -2.61568 0.53572 -1.41439
Se1 -2.74186 0.06828 0.33652
H45 -2.31065 -2.16881 -3.32655
H46 -3.66617 -2.05157 -2.16369
H47 -1.99629 -2.07113 -1.57415
H48 -2.45341 -0.04850 -4.61682
H49 -2.39680 2.62388 -3.90892
H50 -2.25978 3.83252 -1.76524
H51 -1.75040 2.88726 -0.33970
H52 -3.47541 3.13795 -0.64939



Entry from the Open Molecules 2025 dataset: the ion C3H11N2O3 with charge +1 in a non-equilibrium geometry (ωB97M-V/def2-TZVPD).

Values from the calculation:
HOMO in eV: -13.70
LUMO level in eV: -3.29
Relative energy (zero: lowest compared OMol25 entry of this formula, charge and spin) in kcal per mole: 56.5
Kohn-Sham gap in eV: 10.41
Max |F| in eV/Å: 4.350
Charge: +1
E in a.u.: -455.86395

CARTESIAN COORDINATES (ANGSTROEM)
C1 -1.45449 0.97058 -0.85972
C2 -0.87517 0.02772 0.11433
N1 -1.30796 0.24841 1.39520
O1 -1.08655 -1.32517 -0.22642
C3 0.97243 0.14823 0.06834
N2 1.55417 -1.19592 -0.52494
O2 1.41494 0.20090 1.31426
O3 1.50160 1.11013 -0.75765
H1 -2.51551 0.86582 -0.70944
H2 -1.15380 2.02420 -0.83045
H3 -1.04655 0.75141 -1.88647
H4 -1.45495 -0.50648 2.00774
H5 -1.19641 1.21851 1.89013
H6 -1.86863 -1.50723 -0.66737
H7 2.47445 -1.17982 -0.02065
H8 1.89323 -1.12470 -1.50959
H9 1.05637 -2.10644 -0.37219
H10 0.69006 0.13213 1.98354
H11 2.40277 1.24771 -0.40865



Entry from the Open Molecules 2025 dataset: a cluster of 3 separate species, C4H16NO2 in total in a non-equilibrium geometry (ωB97M-V/def2-TZVPD).

Values from the calculation:
HOMO in eV: -14.76
LUMO level in eV: -3.12
Relative energy (zero: lowest compared OMol25 entry of this formula, charge and spin) in kcal per mole: 39.9
Kohn-Sham gap in eV: 11.64
Max |F| in eV/Å: 4.849
Charge: +1
E in a.u.: -366.96599

CARTESIAN COORDINATES (ANGSTROEM)
C1 -1.32502 0.63987 1.95756
C2 -1.16996 -0.12617 0.62757
C3 -1.68392 0.65638 -0.57446
C4 -2.32642 -0.29102 -1.60318
N1 0.36105 -0.50804 0.48780
H1 -2.40196 0.48592 2.30456
H2 -1.12935 1.72020 1.98247
H3 -0.65345 0.27769 2.78977
H4 -1.66478 -1.16028 0.60258
H5 -2.18675 1.67390 -0.28592
H6 -0.81105 1.13515 -1.19136
H7 -2.49848 0.36002 -2.51226
H8 -1.68611 -1.08684 -1.82611
H9 -3.30655 -0.80827 -1.31459
H10 0.72646 -0.31237 -0.50114
H11 0.90605 0.05527 1.06725
H12 0.43648 -1.55245 0.49844
H13 0.87985 0.09967 -3.42116
H14 1.61946 -1.10752 -2.95452
O1 1.11795 -0.31891 -2.56518
H15 4.05456 -0.75054 1.76522
H16 4.68785 0.59549 2.09026
O2 3.82358 0.15101 1.94604



Entry from the Open Molecules 2025 dataset: an isolated molecule of C5H8O (ωB97M-V/def2-TZVPD).

Values from the calculation:
HOMO in eV: -10.08
LUMO level in eV: 0.94
Relative energy (zero: lowest compared OMol25 entry of this formula, charge and spin) in kcal per mole: 50.1
Kohn-Sham gap in eV: 11.02
Max |F| in eV/Å: 0.510
Charge: 0
E in a.u.: -270.47798

CARTESIAN COORDINATES (ANGSTROEM)
C1 2.26783 0.38253 -1.15335
C2 1.39405 -0.08524 -0.46731
C3 0.42464 -0.51842 0.56469
O1 0.61131 -1.86035 0.96852
C4 -1.05411 -0.37427 0.19297
C5 -1.41242 1.03587 -0.24629
H1 3.05606 0.88850 -1.66907
H2 0.61403 0.16274 1.41537
H3 1.55367 -2.06609 0.96295
H4 -1.32276 -1.11055 -0.57319
H5 -1.63452 -0.65342 1.08033
H6 -1.13270 1.77064 0.51764
H7 -2.48659 1.13494 -0.42837
H8 -0.87850 1.29311 -1.16490



Entry from the Open Molecules 2025 dataset: a cluster of 9 separate species, C36H63N3O12S6 in total in a non-equilibrium geometry (ωB97M-V/def2-TZVPD).

Values from the calculation:
HOMO in eV: -7.78
LUMO level in eV: -0.02
Relative energy (zero: lowest compared OMol25 entry of this formula, charge and spin) in kcal per mole: 31.6
Kohn-Sham gap in eV: 7.75
Max |F| in eV/Å: 3.073
Charge: 0
E in a.u.: -4865.67592

CARTESIAN COORDINATES (ANGSTROEM)
O1 -2.55464 -17.68533 14.26007
S1 -3.72356 -16.87357 14.28914
O2 -4.10717 -16.20320 15.50455
C1 -3.70216 -15.69800 12.92881
C2 -4.87183 -16.07377 12.01783
C3 -5.19584 -17.56419 12.15923
C4 -5.09194 -17.83278 13.65685
H1 -2.72736 -15.62762 12.46233
H2 -3.98341 -14.72195 13.32182
H3 -5.75945 -15.49766 12.30077
H4 -4.70045 -15.85444 10.96288
H5 -4.37599 -18.09132 11.65965
H6 -6.17650 -17.74476 11.74712
H7 -5.18233 -18.83022 14.07453
H8 -5.99568 -17.35747 14.06088
O3 -8.35482 -14.74165 9.70830
S2 -9.63633 -14.19836 10.08249
O4 -10.50330 -14.97523 10.95601
C5 -9.36148 -12.60450 10.92812
C6 -10.51739 -11.65750 10.51212
C7 -11.17825 -12.21831 9.21837
C8 -10.56144 -13.48399 8.74533
H9 -8.40192 -12.23170 10.58058
H10 -9.41357 -12.84798 11.98572
H11 -11.32564 -11.63777 11.23397
H12 -10.18795 -10.64369 10.32179
H13 -11.37148 -11.55232 8.37252
H14 -12.24431 -12.42453 9.43451
H15 -9.72721 -13.12054 8.11771
H16 -11.11636 -14.15643 8.10490
O5 -9.81041 -18.47806 14.46935
S3 -9.12209 -19.06168 13.35414
O6 -7.74717 -19.43372 13.46576
C9 -10.09969 -20.46147 12.77567
C10 -10.57651 -20.01139 11.36449
C11 -10.80734 -18.54148 11.44334
C12 -9.47456 -18.02354 11.91924
H17 -10.88938 -20.58703 13.51049
H18 -9.44736 -21.32357 12.69508
H19 -9.74351 -20.26296 10.70169
H20 -11.39718 -20.65939 11.05237
H21 -11.61309 -18.27496 12.12920
H22 -11.10334 -18.11240 10.48585
H23 -9.32767 -16.96607 12.14355
H24 -8.64309 -18.19942 11.22359
O7 -7.47387 -9.59569 15.87009
S4 -8.09009 -10.55031 15.01159
O8 -8.92120 -10.13816 13.87532
C13 -6.85633 -11.64617 14.35290
C14 -7.16457 -12.96357 15.00732
C15 -8.66890 -13.02872 15.18269
C16 -9.05031 -11.79585 15.88398
H25 -5.87632 -11.22834 14.57703
H26 -6.95168 -11.64870 13.26618
H27 -6.77005 -13.76242 14.38511
H28 -6.62982 -12.98817 15.94895
H29 -8.97371 -13.90012 15.76883
H30 -9.17364 -13.17223 14.22062
H31 -8.67456 -11.81559 16.90998
H32 -10.06570 -11.41757 15.89580
O9 -12.70270 -8.95776 14.37153
S5 -12.48716 -7.94921 15.36673
O10 -13.35015 -7.86124 16.51298
C17 -10.79770 -8.12972 15.94404
C18 -10.20546 -6.71250 16.03028
C19 -10.88201 -5.87602 14.94357
C20 -12.30236 -6.29628 14.68396
H33 -10.35239 -8.64960 15.09168
H34 -10.90471 -8.67081 16.87264
H35 -10.33454 -6.37667 17.06365
H36 -9.13940 -6.72528 15.80413
H37 -10.30260 -5.92134 14.01887
H38 -10.89299 -4.79338 15.10625
H39 -12.57609 -6.28845 13.63460
H40 -12.96880 -5.71657 15.31703
O11 -5.93598 -7.46773 20.66396
S6 -6.50238 -8.59088 19.99547
O12 -5.70874 -9.55412 19.31979
C21 -7.56752 -9.49736 21.13362
C22 -9.03994 -9.25207 20.65337
C23 -8.99582 -8.99460 19.16605
C24 -7.80506 -8.05968 18.90123
H41 -7.40599 -9.16415 22.14601
H42 -7.37759 -10.55181 20.95724
H43 -9.63884 -10.12716 20.89735
H44 -9.41504 -8.38266 21.19973
H45 -9.87588 -8.48125 18.77938
H46 -8.83104 -9.91786 18.60805
H47 -7.94657 -7.00189 19.15555
H48 -7.56035 -8.04090 17.83789
C25 -5.55128 -19.22954 17.14962
C26 -6.30751 -20.44523 17.16463
C27 -7.57532 -20.10682 16.84014
N1 -7.58329 -18.79497 16.46698
C28 -6.38230 -18.23100 16.74911
H49 -4.53498 -19.08102 17.47551
H50 -5.96792 -21.45152 17.34249
H51 -8.45603 -20.69502 16.64505
H52 -8.35189 -18.42135 15.92530
H53 -6.07450 -17.23721 16.53314
C29 -12.25137 -14.18242 15.66009
C30 -12.55088 -12.83036 15.43367
C31 -12.25357 -12.53975 14.16070
N2 -11.84832 -13.68958 13.57513
C32 -11.82649 -14.67767 14.49713
H54 -12.36501 -14.75053 16.56172
H55 -12.93285 -12.11235 16.14220
H56 -12.19041 -11.59623 13.65019
H57 -11.74475 -13.79964 12.58645
H58 -11.50048 -15.66901 14.22605
C33 -9.94038 -7.20513 11.23820
C34 -11.27143 -7.16896 10.73278
C35 -11.95073 -8.19047 11.30991
N3 -11.05500 -8.88143 12.08780
C36 -9.83644 -8.27896 12.05899
H59 -9.13032 -6.55209 10.96468
H60 -11.70732 -6.50738 10.00366
H61 -12.99791 -8.42799 11.37424
H62 -11.32812 -9.59353 12.73764
H63 -9.05101 -8.54806 12.74093



Entry from the Open Molecules 2025 dataset: an isolated molecule of C5H10N2O in a non-equilibrium geometry (ωB97M-V/def2-TZVPD).

Values from the calculation:
HOMO in eV: -9.54
LUMO level in eV: 0.53
Relative energy (zero: lowest compared OMol25 entry of this formula, charge and spin) in kcal per mole: 54.9
Kohn-Sham gap in eV: 10.07
Max |F| in eV/Å: 4.020
Charge: 0
E in a.u.: -381.19797

CARTESIAN COORDINATES (ANGSTROEM)
C1 0.83863 -1.52981 0.79282
C2 0.88667 0.00734 0.28698
C3 1.36681 0.40175 -1.11430
C4 -0.44686 0.78939 0.50813
O1 -0.40830 2.13123 0.38387
N1 -1.68942 0.38206 -0.57748
C5 -2.57163 -0.57075 -0.34890
N2 -3.41641 -1.33829 -0.10884
H1 0.39073 -2.33578 0.28497
H2 0.36537 -1.55764 1.73504
H3 1.91928 -1.61805 0.75191
H4 1.58091 0.44063 1.01915
H5 0.66652 0.13372 -1.83994
H6 1.38247 1.43853 -1.19094
H7 2.33781 -0.05205 -1.40353
H8 -0.90612 0.46843 1.44723
H9 -1.11294 2.54949 0.88353
H10 -1.18352 0.25981 -1.50970



What did the third record say?
Entry from the Open Molecules 2025 dataset: a cluster of 3 separate species, C4H16NO2 in total in a non-equilibrium geometry (ωB97M-V/def2-TZVPD).

Values from the calculation:
HOMO in eV: -14.76
LUMO level in eV: -3.12
Relative energy (zero: lowest compared OMol25 entry of this formula, charge and spin) in kcal per mole: 39.9
Kohn-Sham gap in eV: 11.64
Max |F| in eV/Å: 4.849
Charge: +1
E in a.u.: -366.96599

CARTESIAN COORDINATES (ANGSTROEM)
C1 -1.32502 0.63987 1.95756
C2 -1.16996 -0.12617 0.62757
C3 -1.68392 0.65638 -0.57446
C4 -2.32642 -0.29102 -1.60318
N1 0.36105 -0.50804 0.48780
H1 -2.40196 0.48592 2.30456
H2 -1.12935 1.72020 1.98247
H3 -0.65345 0.27769 2.78977
H4 -1.66478 -1.16028 0.60258
H5 -2.18675 1.67390 -0.28592
H6 -0.81105 1.13515 -1.19136
H7 -2.49848 0.36002 -2.51226
H8 -1.68611 -1.08684 -1.82611
H9 -3.30655 -0.80827 -1.31459
H10 0.72646 -0.31237 -0.50114
H11 0.90605 0.05527 1.06725
H12 0.43648 -1.55245 0.49844
H13 0.87985 0.09967 -3.42116
H14 1.61946 -1.10752 -2.95452
O1 1.11795 -0.31891 -2.56518
H15 4.05456 -0.75054 1.76522
H16 4.68785 0.59549 2.09026
O2 3.82358 0.15101 1.94604



- charge of number 5 (C36H63N3O12S6)?
  0



- Which value of LUMO level does entry 4 give?
  0.94 eV